No. 1
18
Properties=species:S:1:pos:R:3:forces:R:3 method="wB97M-V/def2-TZVPD" e_homo_ha=-0.127 gap_ev=7.5710 spin_multiplicity=1 total_charge=-1 de_lowest_kj_mol=254.1
C -0.8397 -0.8454 1.1240 0.3728 1.2323 0.5936
C -1.9341 -0.0500 0.3605 -0.6608 -0.0437 -1.1503
C -1.3875 0.5345 -0.9779 0.0124 -2.7405 2.5768
O -0.2714 1.1900 -0.4675 3.6239 -1.9082 -2.2897
C 0.3049 -1.7308 0.4259 -1.4289 0.4000 0.8992
O 1.3326 -0.8871 0.3937 1.6750 1.5973 -1.7768
H -0.2020 -0.1075 1.7158 -0.8403 -0.9319 -0.8345
H -1.4961 -1.2519 1.8390 -0.3772 -1.6728 1.4236
H -2.3277 0.8213 0.9966 0.5796 -1.2677 -0.7482
H -2.7740 -0.7423 0.1382 0.0145 0.2898 0.2251
H -2.0767 1.2119 -1.3627 -1.2253 1.3681 -1.0651
H -1.2980 -0.3727 -1.6982 0.5637 1.5683 0.7445
H 0.5530 0.3075 -0.4447 -1.8432 1.4982 1.4022
H 0.5827 -2.6711 0.9735 -0.6424 0.3176 0.2899
H 0.0190 -2.0957 -0.5718 -0.5338 -0.0976 -0.3253
H 1.9095 1.2195 0.0002 -0.1893 -0.7947 2.1543
H 1.8152 1.4480 -1.3417 0.5292 0.4430 -0.5592
O 2.4930 1.5449 -0.6561 0.3700 0.7425 -1.5600


No. 2
12
Properties=species:S:1:pos:R:3:forces:R:3 method="wB97M-V/def2-TZVPD" e_homo_ha="-0.306 / -0.304" gap_ev="8.4356 / 8.3680" spin_multiplicity=1 de_lowest_kj_mol=574.1
C -1.6781 0.9306 0.1333 -0.0086 0.0374 0.0191
C -0.3300 0.3301 -0.1099 -0.1296 -0.6408 -0.2154
C -0.1030 -0.9390 -0.4976 -1.5351 -0.3107 0.0737
C 1.2068 -1.5608 -0.6922 -0.0723 0.4167 0.0341
C 1.7671 -0.2305 -0.4005 1.1721 0.7570 0.2278
C 1.0384 0.8438 -0.0418 0.4882 -0.2435 -0.1385
H -1.8049 1.2358 1.1790 0.0827 -0.0249 -0.1475
H -1.8568 1.8138 -0.4910 0.0936 -0.1166 0.0773
H -2.4473 0.1857 -0.0997 0.1322 0.1382 0.0482
H 1.3995 -1.9213 -1.7025 -0.0131 0.0553 0.1308
H 1.4558 -2.3063 0.0640 -0.0209 0.0898 -0.0903
H 1.4497 1.8210 0.1944 -0.1892 -0.1579 -0.0193


No. 3
24
Properties=species:S:1:pos:R:3:forces:R:3 method="wB97M-V/def2-TZVPD" e_homo_ha="-0.200 / -0.203" gap_ev="4.4515 / 4.3691" spin_multiplicity=1 de_lowest_kj_mol=108.3
C 0.9178 -1.6516 0.1625 -0.7988 -0.4115 0.3911
C 1.2299 -1.5672 1.5429 -0.6505 -0.0847 -0.0784
C 0.2259 -2.2754 2.2756 0.0115 0.1823 -0.9583
C -0.7101 -2.8248 1.3380 0.7968 0.7300 0.0355
C -0.2814 -2.4579 0.0311 0.1986 0.7215 0.4662
Y -1.5661 0.9634 -1.8295 -0.7981 -2.7657 -1.6635
P 0.8699 1.9613 -2.1329 0.8709 1.1402 -1.2350
H 1.5070 -1.2593 -0.6609 0.0702 -0.1461 0.0561
H 2.0927 -1.0438 1.9621 -0.3141 -0.2138 -0.0848
H 0.1886 -2.3675 3.3646 0.0043 -0.0638 -0.4298
H -0.7459 -2.7466 -0.9111 0.1248 -0.0945 0.1823
H -1.5883 -3.4130 1.5911 0.1968 0.0549 -0.0982
H 1.0696 1.6495 -3.5367 -0.0001 0.1816 0.8226
H 2.2308 2.1026 -1.7226 -0.0260 -0.0842 -0.0790
H 0.5983 3.3849 -2.3499 0.5610 -0.6637 0.1655
N -1.5925 2.9552 -0.2792 1.0447 -0.4134 1.0358
C -2.0103 3.7806 0.7022 -0.6402 -0.2842 -0.1189
C -2.6278 2.9943 1.6560 -0.3139 0.9019 0.6587
C -2.4397 1.6685 1.3056 1.2270 0.3330 -1.6306
N -1.7055 1.6178 0.1684 -1.0025 1.3248 1.6833
H -0.8110 3.1750 -0.9206 -0.5711 0.0462 0.5732
H -1.8784 4.8501 0.6142 -0.1142 -0.1428 0.0800
H -3.1829 3.3552 2.5064 0.1248 -0.0034 0.0275
H -2.7607 0.7530 1.7575 -0.0019 -0.2446 0.1987


No. 4
41
Properties=species:S:1:pos:R:3:forces:R:3 method="wB97M-V/def2-TZVPD" e_homo_ha=-0.342 gap_ev=9.9042 spin_multiplicity=1 smiles="C[C@@H](O)[C@H](N)C(=O)O.NCCCC[C@H](N)C(=O)O" de_lowest_kj_mol=190.7
C -3.2498 -0.4947 -4.8966 -4.1417 -1.2520 1.9635
C -2.8899 -1.2559 -3.6368 -1.7011 0.2739 2.1708
O -2.5873 -2.6179 -3.8273 -3.5982 0.0957 1.8822
C -1.7350 -0.6077 -2.9145 -0.4853 0.5512 0.5920
N -0.6058 -0.5808 -3.8520 -9.2958 -5.9814 -1.2699
C -1.5610 -1.1687 -1.4788 0.2628 0.3510 -0.1297
O -2.2994 -0.9267 -0.5501 0.3295 -0.3223 -1.0534
O -0.4373 -1.9077 -1.3236 -0.3698 0.4769 -1.4627
H -4.2823 -0.9109 -5.1628 1.2471 0.7520 0.0489
H -2.6439 -0.7444 -5.6554 2.4313 -0.6267 -2.7838
H -3.3525 0.5652 -4.7781 0.1113 0.5639 0.2292
H -3.7806 -1.2274 -2.9249 1.0055 -0.1316 -0.8816
H -1.8466 -2.6108 -4.3343 3.6904 -0.3159 -2.5257
H -2.0413 0.4175 -2.7065 -0.0757 0.1891 0.0176
H 0.0804 -0.9270 -3.4504 8.5308 -4.1648 4.3339
H -0.4949 0.2627 -4.0077 1.9261 10.0322 -2.4283
H -0.5170 -2.3140 -0.4755 0.1125 -0.5095 1.3101
N 3.7027 -0.6101 -1.0802 -7.1402 -1.9460 -0.4727
C 2.4550 -0.6602 -0.1798 4.9844 0.6252 0.6617
C 2.5288 0.0900 1.1302 1.3913 0.4993 0.8154
C 1.1893 0.3486 1.7767 -0.5161 0.0797 0.1489
C 1.4914 1.0846 3.0950 -0.3624 -0.5960 0.1653
C 0.2294 1.4667 3.8666 -1.0185 -1.4969 -0.0685
N -0.7264 2.2133 3.0738 -0.6840 -3.8231 0.6445
C 0.4468 1.9049 5.3261 -1.2208 -0.9085 0.3568
O 0.0292 2.8963 5.8787 0.9341 -0.8813 -0.5730
O 0.8914 0.7720 6.0174 0.2080 0.7233 -3.9644
H 3.7995 0.2443 -1.4601 0.2089 3.6186 -1.6173
H 4.4811 -0.8184 -0.6589 5.1520 -1.6914 3.2223
H 2.2651 -1.6561 0.0318 -0.3558 -2.1090 0.2921
H 1.6860 -0.3117 -0.7059 -3.0838 1.4517 -2.4658
H 3.1431 -0.5169 1.8675 -0.3641 0.7845 -0.7958
H 3.0119 1.1199 1.0417 -0.2357 -1.3733 -0.2010
H 0.5963 -0.6031 1.8737 0.4698 0.8381 0.3145
H 0.5849 1.0346 1.1698 0.0447 -0.3000 -0.0896
H 2.0907 0.3927 3.7207 -0.0708 0.7010 -0.1592
H 2.0594 1.9868 2.8247 0.0729 -0.2273 0.2998
H -0.3163 0.4855 4.0249 0.7195 0.8372 0.0073
H -1.6592 2.0855 3.4464 0.1020 0.1468 -0.0891
H -0.5495 3.1282 2.9972 0.9359 4.2598 -0.2678
H 0.8136 0.9718 6.8971 -0.1507 0.8061 3.8225


No. 5
15
Properties=species:S:1:pos:R:3:forces:R:3 method="wB97M-V/def2-TZVPD" e_homo_ha=-0.282 gap_ev=8.0142 spin_multiplicity=1 de_lowest_kj_mol=310.4
C -0.2959 1.1105 -1.4839 -0.0418 0.1289 -0.0115
N 0.3029 0.1729 -0.5578 0.3895 -0.1409 0.1870
C 1.5915 -0.0673 -0.3834 -0.2007 0.1627 -0.1849
N 1.9014 -1.1356 0.3508 -0.2013 -0.2524 -0.0598
C 0.7430 -1.7796 0.7051 0.2254 0.2920 -0.1972
C -0.8364 -0.2940 1.6091 -0.1136 0.1003 0.1113
C -0.3760 -0.8506 0.2432 -0.0559 -0.1184 0.0139
H -0.8449 1.8988 -0.9594 0.0476 -0.1182 -0.0250
H 0.4876 1.5713 -2.0929 -0.1221 -0.0572 0.1457
H -0.9874 0.5903 -2.1576 0.1406 0.0541 0.1669
H 2.3356 0.5973 -0.8212 -0.0750 -0.1392 -0.0092
H 0.0066 -0.2751 2.3075 -0.1268 0.0956 -0.1127
H -1.2411 0.7157 1.5201 -0.1032 -0.0835 -0.0684
H -1.5847 -0.9592 2.0399 0.0468 0.0894 -0.0598
H -1.2021 -1.2955 -0.3196 0.1905 -0.0133 0.1038


No. 6
27
Properties=species:S:1:pos:R:3:forces:R:3 method="wB97M-V/def2-TZVPD" e_homo_ha=-0.286 gap_ev=7.7080 spin_multiplicity=1 de_lowest_kj_mol=911.2
H -0.8941 -0.0861 -0.1977 1.5449 0.6733 -0.8652
H -2.3601 -0.2705 -0.2282 0.2840 -0.1668 0.3323
H 2.8919 1.8758 0.0454 -1.3152 2.2061 -0.8723
H 4.4822 1.8097 0.1036 -1.4561 -0.1162 0.0403
H -1.8011 -3.2819 2.5287 -0.2378 -0.2777 -0.0823
H -0.9407 -3.6173 1.2987 -0.9204 -0.0409 -0.1524
H 1.4763 -0.9153 1.0034 1.1519 1.1420 -0.2423
H 0.9560 -2.1998 1.1807 0.5428 -3.9265 -0.4435
H -1.2975 -1.0427 3.5847 0.2662 1.5960 1.9089
H -0.2197 -2.1540 3.0862 -2.3177 2.7382 0.1751
H -2.9557 1.8164 -1.1663 1.7260 0.6345 -0.1950
H -2.0184 3.0620 -1.0779 -0.1234 0.0062 -0.0011
H 0.5745 2.8499 1.5936 -0.0723 0.0641 0.6987
H 1.6282 1.8879 1.1645 -0.7234 0.9711 3.0843
H 1.7702 -0.8229 -3.6781 -0.0489 0.2289 0.3666
H 1.6294 0.1738 -2.4225 0.2263 -0.4971 -2.9334
H -1.3147 0.3173 -4.2997 -0.8217 -0.3989 -0.1414
H -1.1741 0.5956 -2.9439 1.3028 1.0507 2.2980
O -1.5784 -0.4329 0.3258 -2.2520 -0.4389 0.3435
O 3.6198 1.3508 0.2245 2.9991 -2.0821 0.5085
O -1.2630 -2.8424 1.8713 -0.7480 -11.6511 -9.1520
O 0.6912 -1.3436 1.2965 -0.0617 2.9817 -0.1736
O -1.0416 -1.5820 2.8539 2.7995 7.2167 8.4468
O -2.0017 2.1141 -1.2379 -1.4854 -0.4476 0.1408
O 1.3078 2.3774 2.0231 0.4858 -1.0522 -3.4468
O 1.6723 0.1132 -3.4521 -0.2212 0.2703 2.5855
O -1.8391 0.2474 -3.4803 -0.5242 -0.6837 -2.2279